Record 1
A structure of composition C30H17F15GeN3S3Zr at a distorted geometry. Source: OMol25; level of theory: ωB97M-V/def2-TZVPD.

Properties
**Orbital gap**: 0.2550 Eh
**HOMO energy**: -11.7 eV
**LUMO energy**: -0.17542 Ha
**Total charge**: +1

XYZ file:
```
70
C30H17F15GeN3S3Zr, DFT ωB97M-V/def2-TZVPD
Zr -1.654 0.067 0.454
C -4.396 5.111 -0.384
S -4.072 4.247 1.160
C -3.473 2.722 0.638
S -3.157 1.600 1.924
N -3.363 2.504 -0.651
N -2.737 1.329 -0.962
C -2.791 0.919 -2.173
C -1.982 -0.246 -2.562
C -1.879 -0.652 -3.875
C -1.029 -1.704 -4.189
C -0.309 -2.323 -3.181
C -0.466 -1.873 -1.885
N -1.277 -0.854 -1.581
H -4.857 6.053 -0.090
H -5.079 4.535 -1.002
H -3.468 5.300 -0.917
H -3.385 1.455 -2.905
H -2.454 -0.143 -4.637
H -0.925 -2.031 -5.216
H 0.364 -3.145 -3.386
H 0.075 -2.326 -1.064
F 3.808 0.324 3.757
C 3.918 -0.857 3.144
C 3.170 -1.140 2.015
C 3.265 -2.420 1.494
F 2.498 -2.779 0.448
C 4.116 -3.367 2.014
F 4.201 -4.583 1.486
C 4.885 -3.036 3.118
F 5.708 -3.933 3.636
C 4.784 -1.784 3.692
F 5.505 -1.492 4.766
Ge 1.807 0.030 1.295
S -0.025 -0.780 2.170
C 1.978 1.944 1.639
C 0.872 2.773 1.638
F -0.369 2.262 1.425
C 0.948 4.137 1.810
F -0.140 4.897 1.793
C 2.195 4.709 1.984
F 2.302 6.017 2.148
C 3.333 3.923 1.960
F 4.523 4.491 2.092
C 3.211 2.560 1.776
F 4.336 1.844 1.693
C 2.103 0.149 -0.681
C 3.235 -0.299 -1.353
F 4.228 -0.920 -0.724
C 3.410 -0.107 -2.714
F 4.497 -0.559 -3.321
C 2.451 0.560 -3.451
F 2.606 0.728 -4.754
C 1.328 1.053 -2.818
F 0.394 1.707 -3.508
C 1.204 0.838 -1.466
F 0.074 1.358 -0.887
C -2.064 -3.532 0.991
C -3.233 -2.853 0.282
C -4.535 -3.561 0.664
C -3.361 -1.342 0.580
H -2.088 -4.611 0.825
H -2.119 -3.361 2.069
H -1.088 -3.173 0.655
H -3.098 -2.975 -0.798
H -4.684 -3.514 1.747
H -4.514 -4.613 0.373
H -5.400 -3.093 0.187
H -3.685 -1.226 1.622
H -4.175 -0.943 -0.029
```

Here are the Löwdin charges for atoms 1 to 4, given in e:
1 Zr 1.28
2 C -0.37
3 S 0.91
4 C -1.10

=====

Record 2
A structure of composition C30H18BBrF9N4OPRu at a distorted geometry. Source: OMol25; level of theory: ωB97M-V/def2-TZVPD.

Properties
**Orbital gap (spin up / spin down)**: 0.3161 / 0.2412 Eh
**⟨S²⟩**: 0.758
**HOMO energy (spin up / spin down)**: -11.7 / -11.8 eV
**2S+1**: 2
**LUMO energy (spin up / spin down)**: -0.11345 / -0.19287 Ha
**Total charge**: +1

XYZ file:
```
66
C30H18BBrF9N4OPRu, DFT ωB97M-V/def2-TZVPD
Ru 0.075 -0.144 -1.314
F -3.468 -5.179 1.859
C -2.697 -4.125 1.683
C -2.480 -3.243 2.730
F -3.046 -3.463 3.903
C -1.666 -2.138 2.537
F -1.462 -1.328 3.571
C -1.077 -1.873 1.310
P 0.057 -0.479 1.016
C -0.668 0.950 1.839
C 0.136 2.021 2.225
C -0.447 3.184 2.707
C -1.828 3.284 2.803
C -2.633 2.223 2.409
C -2.056 1.062 1.920
C 1.552 -1.011 1.878
C 1.776 -0.721 3.223
C 2.887 -1.246 3.866
C 3.762 -2.076 3.179
C 3.525 -2.393 1.849
C 2.425 -1.862 1.197
C -1.291 -2.790 0.289
Br -0.359 -2.588 -1.384
C -2.087 -3.904 0.456
F -2.265 -4.771 -0.529
H 1.214 1.962 2.137
H 0.180 4.012 3.008
H -2.278 4.189 3.188
H -3.710 2.299 2.482
H -2.692 0.238 1.613
H 1.084 -0.101 3.776
H 3.063 -1.013 4.907
H 4.628 -2.482 3.685
H 4.201 -3.047 1.315
H 2.256 -2.106 0.155
B 2.183 -1.569 -3.433
N 0.987 -0.820 -4.098
C 0.640 -0.821 -5.384
C -0.596 -0.200 -5.522
C -0.951 0.155 -4.234
N 0.020 -0.215 -3.380
N 2.803 -0.627 -2.366
C 4.093 -0.339 -2.176
C 4.205 0.558 -1.125
C 2.898 0.779 -0.717
N 2.067 0.049 -1.469
H 1.787 -2.591 -2.908
H 3.004 -1.782 -4.278
H 1.292 -1.262 -6.118
H -1.148 -0.027 -6.428
H -1.834 0.663 -3.883
H 4.841 -0.764 -2.823
H 5.100 1.009 -0.735
H 2.512 1.441 0.039
F -4.819 4.082 -0.606
C -3.633 3.514 -0.746
C -3.539 2.152 -0.994
F -4.625 1.395 -1.072
C -2.287 1.596 -1.124
F -2.197 0.237 -1.313
C -1.104 2.321 -1.027
O 0.104 1.756 -1.132
C -1.230 3.689 -0.772
F -0.140 4.432 -0.643
C -2.475 4.276 -0.635
F -2.568 5.573 -0.388
```

Here are the Löwdin charges for atoms 1 to 4, given in e:
1 Ru 0.98
2 F 0.17
3 C -0.12
4 C -0.12

=====

Record 3
A structure of composition C30H18Br2N3OPtS2. Source: OMol25; level of theory: ωB97M-V/def2-TZVPD.

Properties
**Orbital gap**: 0.2366 Eh
**HOMO energy**: -10.2 eV
**LUMO energy**: -0.13954 Ha
**Total charge**: +1

XYZ file:
```
57
C30H18Br2N3OPtS2, DFT ωB97M-V/def2-TZVPD
Pt -0.758 0.108 -0.296
C -2.062 0.976 2.855
C -2.835 1.415 1.649
C -4.028 2.143 1.853
C -4.804 2.537 0.806
C -4.465 2.122 -0.499
C -5.255 2.338 -1.654
Br -6.808 3.407 -1.556
C -4.914 1.762 -2.846
C -3.782 0.936 -2.936
Br -3.382 0.074 -4.558
C -2.963 0.723 -1.850
O -1.928 -0.097 -1.867
C -3.290 1.364 -0.635
N -2.435 1.104 0.425
H -2.745 0.858 3.693
H -1.324 1.713 3.162
H -1.562 0.025 2.674
H -4.304 2.393 2.867
H -5.700 3.120 0.966
H -5.524 1.918 -3.724
S 1.241 3.645 3.878
C 2.055 4.298 5.227
C 3.129 3.544 5.582
C 3.295 2.411 4.747
C 2.343 2.323 3.769
C 2.203 1.288 2.742
C 1.047 1.247 1.938
N 0.831 0.333 1.013
C 1.831 -0.552 0.749
C 3.006 -0.612 1.495
C 3.993 -1.593 1.127
C 3.826 -2.390 0.050
C 2.657 -2.278 -0.783
C 2.447 -2.991 -1.970
C 1.312 -2.773 -2.731
C 0.385 -1.814 -2.270
N 0.573 -1.142 -1.151
C 1.679 -1.365 -0.405
C 1.058 -3.496 -3.978
C 1.752 -4.563 -4.482
C 1.238 -5.023 -5.717
C 0.162 -4.299 -6.130
S -0.235 -3.060 -5.031
C 3.166 0.322 2.527
H 1.700 5.209 5.681
H 3.779 3.786 6.409
H 4.087 1.690 4.883
H 0.277 1.992 2.052
H 4.889 -1.671 1.730
H 4.584 -3.115 -0.217
H 3.193 -3.704 -2.295
H -0.525 -1.580 -2.808
H 2.598 -5.020 -3.989
H 1.646 -5.855 -6.271
H -0.422 -4.428 -7.027
H 4.067 0.299 3.127
```

Here are the Löwdin charges for atoms 1 to 4, given in e:
1 Pt 1.24
2 C -0.02
3 C -0.28
4 C 0.00

=====

Record 4
A structure of composition C30H19BiBrI2NO6S. Source: OMol25; level of theory: ωB97M-V/def2-TZVPD.

Properties
**Orbital gap**: 0.2221 Eh
**HOMO energy**: -2.7 eV
**LUMO energy**: 0.12316 Ha
**Total charge**: -2

XYZ file:
```
61
C30H19BiBrI2NO6S, DFT ωB97M-V/def2-TZVPD
Bi 0.054 -1.641 -1.836
I -1.460 0.662 -5.111
C -0.450 2.085 -3.941
C 0.048 3.238 -4.526
C 0.675 4.182 -3.748
I 1.275 5.984 -4.694
C 0.868 3.986 -2.370
C 1.532 4.883 -1.505
C 1.687 4.580 -0.180
C 1.191 3.359 0.293
N 0.556 2.512 -0.479
C 0.368 2.782 -1.783
C -0.387 1.800 -2.558
O -0.965 0.797 -2.046
H -0.060 3.386 -5.592
H 1.933 5.802 -1.913
H 2.191 5.255 0.500
H 1.321 3.061 1.329
O -0.016 -0.291 0.373
C 0.681 -0.694 1.534
C 0.917 -2.258 1.366
O 1.160 -2.907 2.382
O 0.862 -2.704 0.179
C 2.096 -0.111 1.631
C 2.740 0.377 0.500
C 4.036 0.862 0.572
C 4.720 0.871 1.777
C 4.092 0.373 2.909
C 2.797 -0.118 2.837
C -0.149 -0.325 2.767
C -1.067 0.723 2.659
C -1.839 1.120 3.740
C -1.712 0.476 4.961
C -0.813 -0.572 5.081
C -0.036 -0.967 3.999
H 0.118 0.669 0.171
H 2.258 0.336 -0.466
H 4.512 1.206 -0.339
H 5.740 1.236 1.832
H 4.614 0.346 3.859
H 2.336 -0.537 3.719
H -1.192 1.232 1.715
H -2.541 1.938 3.626
H -2.324 0.779 5.803
H -0.717 -1.087 6.030
H 0.632 -1.809 4.097
Br -2.354 -6.622 -1.035
C -3.052 -4.888 -1.385
C -4.147 -4.488 -0.632
C -4.697 -3.233 -0.838
C -4.173 -2.407 -1.820
C -3.088 -2.827 -2.571
C -2.479 -4.061 -2.343
C -1.263 -4.482 -3.188
O -1.415 -5.488 -3.879
O -0.220 -3.750 -3.125
H -4.562 -5.161 0.106
H -5.534 -2.906 -0.234
H -4.607 -1.431 -2.000
H -2.708 -2.197 -3.366
S 2.021 -0.935 -2.842
```

Here are the Löwdin charges for atoms 1 to 4, given in e:
1 Bi 1.39
2 I 0.84
3 C -0.63
4 C -0.25

=====

Record 5
A structure of composition C30H19CoF3N4O10Sb at a distorted geometry. Source: OMol25; level of theory: ωB97M-V/def2-TZVPD.

Properties
**Orbital gap (spin up / spin down)**: 0.2648 / 0.2645 Eh
**HOMO energy (spin up / spin down)**: -9.0 / -9.0 eV
**LUMO energy (spin up / spin down)**: -0.06725 / -0.06724 Ha
**Total charge**: 0

XYZ file:
```
68
C30H19CoF3N4O10Sb, DFT ωB97M-V/def2-TZVPD
Co -1.709 -1.333 -0.003
O -1.828 -0.808 7.473
N -2.549 -0.429 6.574
O -3.688 -0.031 6.706
C -1.999 -0.455 5.216
C -0.699 -0.884 5.018
C -0.194 -0.929 3.743
C -0.964 -0.627 2.573
O -0.491 -0.841 1.398
C -2.267 -0.117 2.879
C -2.778 -0.046 4.162
N -3.171 0.393 1.835
O -4.200 0.916 2.164
O -2.817 0.325 0.645
N 1.214 -1.345 3.625
O 1.837 -0.992 2.644
O 1.676 -1.993 4.540
H -0.079 -1.174 5.854
H -3.777 0.327 4.331
C 1.195 -4.173 -2.318
C 1.363 -3.971 -0.957
C 0.537 -3.086 -0.271
C -0.463 -2.411 -0.954
C -0.628 -2.600 -2.324
C 0.205 -3.481 -3.001
H 1.837 -4.865 -2.847
H 2.141 -4.500 -0.422
H 0.695 -2.913 0.785
H -1.405 -2.077 -2.867
H 0.076 -3.626 -4.067
O -2.936 -2.607 0.853
N -3.652 -2.637 -0.215
O -4.663 -3.243 -0.323
O -3.133 -1.930 -1.145
F -0.147 3.821 -6.341
C -0.167 3.142 -5.181
C 0.896 3.294 -4.308
C 0.876 2.589 -3.118
C -0.193 1.749 -2.808
C -1.247 1.626 -3.708
C -1.243 2.324 -4.908
Sb -0.159 0.643 -1.012
C 0.161 2.226 0.350
C -0.452 3.451 0.091
C -0.281 4.528 0.947
C 0.508 4.357 2.066
F 0.687 5.398 2.897
C 1.114 3.153 2.368
C 0.927 2.084 1.505
C 1.769 -0.163 -1.367
C 2.740 -0.321 -0.384
C 3.970 -0.887 -0.680
C 4.205 -1.305 -1.974
F 5.392 -1.866 -2.271
C 3.265 -1.174 -2.975
C 2.044 -0.599 -2.662
H 1.715 3.949 -4.569
H 1.705 2.695 -2.428
H -2.089 0.983 -3.480
H -2.052 2.242 -5.621
H -1.065 3.581 -0.794
H -0.743 5.487 0.756
H 1.719 3.065 3.260
H 1.379 1.134 1.754
H 2.550 -0.029 0.636
H 4.734 -1.010 0.074
H 3.492 -1.518 -3.975
H 1.306 -0.491 -3.447
```

Here are the Löwdin charges for atoms 1 to 4, given in e:
1 Co 0.41
2 O 0.09
3 N -0.35
4 O 0.09

=====

Record 6
A structure of composition C30H19FI2MgN5O7S. Source: OMol25; level of theory: ωB97M-V/def2-TZVPD.

Properties
**Orbital gap**: 0.2643 Eh
**HOMO energy**: -5.2 eV
**LUMO energy**: 0.07202 Ha
**Total charge**: -1

XYZ file:
```
66
C30H19FI2MgN5O7S, DFT ωB97M-V/def2-TZVPD
Mg 0.077 -0.475 -0.309
I -2.368 -4.537 1.924
C -3.176 -2.955 0.838
C -4.548 -2.937 0.566
C -5.123 -1.919 -0.151
I -7.184 -1.980 -0.502
C -4.323 -0.853 -0.633
C -4.791 0.251 -1.380
C -3.923 1.229 -1.782
C -2.564 1.111 -1.446
N -2.095 0.092 -0.766
C -2.937 -0.882 -0.352
C -2.305 -1.951 0.403
O -1.053 -1.918 0.626
H -5.161 -3.749 0.933
H -5.843 0.316 -1.626
H -4.261 2.083 -2.353
H -1.838 1.861 -1.740
O 4.209 -1.810 0.255
S 2.801 -2.059 0.461
O 2.098 -2.846 -0.517
N 1.936 -0.727 0.670
C 2.302 0.201 1.622
C 3.502 0.285 2.307
C 3.725 1.272 3.285
C 2.780 2.202 3.607
C 1.538 2.167 2.931
C 0.499 3.082 3.200
C -0.683 2.993 2.524
C -0.829 1.979 1.561
N 0.116 1.116 1.283
C 1.300 1.182 1.947
C 2.666 -2.911 2.020
C 1.397 -3.241 2.482
C 1.275 -3.902 3.694
C 2.407 -4.231 4.430
C 3.668 -3.901 3.956
C 3.801 -3.235 2.744
H 4.296 -0.405 2.068
H 4.684 1.285 3.789
H 2.958 2.959 4.361
H 0.658 3.848 3.950
H -1.500 3.676 2.710
H -1.754 1.880 1.007
H 0.521 -2.980 1.899
H 0.289 -4.159 4.061
H 2.305 -4.747 5.378
H 4.551 -4.158 4.529
H 4.772 -2.966 2.351
F -2.828 3.519 -4.555
C -1.519 3.239 -4.656
C -1.061 1.997 -4.478
N 0.268 1.675 -4.584
C 0.690 0.340 -4.178
C 0.475 0.110 -2.684
O 0.272 -1.070 -2.310
O 0.495 1.092 -1.907
C 1.221 2.640 -4.838
O 2.408 2.419 -4.923
N 0.702 3.914 -5.029
C -0.618 4.341 -4.952
O -0.930 5.498 -5.129
H -1.731 1.183 -4.233
H 1.750 0.246 -4.402
H 0.140 -0.409 -4.744
H 1.391 4.627 -5.213
```

Here are the Löwdin charges for atoms 1 to 4, given in e:
1 Mg 0.67
2 I 0.93
3 C -0.64
4 C -0.24

=====

Record 7
A structure of composition C30H20AgBrF10N4 at a distorted geometry. Source: OMol25; level of theory: ωB97M-V/def2-TZVPD.

Properties
**Orbital gap**: 0.1975 Eh
**HOMO energy**: -1.3 eV
**LUMO energy**: 0.14788 Ha
**Total charge**: -2

XYZ file:
```
66
C30H20AgBrF10N4, DFT ωB97M-V/def2-TZVPD
Ag 0.321 -0.079 -0.018
C 1.138 -0.231 3.488
N -0.053 0.007 2.700
C -0.574 1.333 2.955
C -1.696 1.768 2.013
N -1.292 1.703 0.636
C -2.019 2.314 -0.257
C -1.524 2.411 -1.597
F -0.344 1.796 -1.863
C -2.113 3.123 -2.606
F -1.519 3.185 -3.822
C -3.314 3.799 -2.395
F -3.877 4.559 -3.378
C -3.886 3.698 -1.134
F -5.064 4.336 -0.906
C -3.290 2.982 -0.120
F -3.986 2.944 1.062
C -1.020 -1.064 2.869
C -0.778 -2.166 1.826
N -1.349 -1.852 0.538
C -2.603 -2.157 0.331
C -3.575 -2.703 1.250
F -3.319 -2.793 2.596
C -4.830 -3.136 0.887
F -5.657 -3.641 1.841
C -5.270 -3.071 -0.427
F -6.487 -3.563 -0.800
C -4.411 -2.481 -1.354
F -4.816 -2.386 -2.647
C -3.174 -2.020 -0.981
F -2.430 -1.437 -1.952
H 0.942 -0.157 4.578
H 1.903 0.493 3.213
H 1.524 -1.225 3.272
H 0.264 2.023 2.817
H -0.946 1.442 3.999
H -1.940 2.807 2.287
H -2.596 1.163 2.196
H -2.024 -0.668 2.723
H -0.979 -1.494 3.886
H -1.159 -3.125 2.203
H 0.300 -2.271 1.675
Br 2.181 2.202 -5.054
C 1.286 0.769 -4.177
C 0.264 0.101 -4.841
C -0.279 -1.000 -4.190
C 0.229 -1.371 -2.959
N 1.174 -0.686 -2.306
C 1.697 0.376 -2.925
H -0.095 0.430 -5.805
H -1.073 -1.574 -4.643
H -0.122 -2.262 -2.457
H 2.451 0.920 -2.370
C 2.456 -0.053 0.362
C 3.670 -0.083 0.492
C 5.072 -0.124 0.659
C 5.933 0.272 -0.375
C 7.303 0.228 -0.215
C 7.860 -0.214 0.977
C 7.021 -0.608 2.012
C 5.651 -0.565 1.858
H 5.510 0.616 -1.308
H 7.947 0.539 -1.031
H 8.937 -0.251 1.100
H 7.446 -0.957 2.948
H 5.003 -0.874 2.668
```

Here are the Löwdin charges for atoms 1 to 4, given in e:
1 Ag 0.67
2 C -0.13
3 N -0.26
4 C -0.22

=====

Computed values of energy (unit: Ha) for the preceding records, in sequence: -6133.9760; -5381.9638; -7457.1483; -5443.2092; -4048.2221; -3249.0059; -5093.7344.
Computed values of relative energy (zero: lowest compared OMol25 entry of this formula, charge and spin) (unit: kJ/mol) for the preceding records, in sequence: 49.6; 49.5; 0.0; 0.0; 29.7; 0.0; 31.5.